{
  "formula": "C5H7NO",
  "method": "ωB97M-V with the def2-TZVPD basis set",
  "elements": ["C", "N", "C", "C", "C", "C", "O", "H", "H", "H", "H", "H", "H", "H"],
  "coordinates": [[0.292949, 1.006289, -1.688073], [-0.108773, -0.369552, -1.961550], [-0.152203, 0.053100, -0.669205], [0.909192, -0.131607, 1.115479], [-0.475596, 0.233155, 1.649553], [-0.780087, -0.661632, 0.476106], [0.405944, -1.457317, 0.713728], [1.362198, 1.177356, -1.556224], [-0.304640, 1.809712, -2.103849], [0.422128, -1.137729, -2.363687], [1.703366, -0.283410, 1.873615], [-0.854822, 1.260116, 1.635991], [-0.754990, -0.269700, 2.584473], [-1.671741, -1.269275, 0.341520]],
  "atomic_forces_ev_per_a": [[-0.025, 0.615, -0.061], [0.384, -0.144, 0.477], [0.531, 0.240, 0.325], [-0.204, -0.661, -0.155], [-0.178, 0.040, -0.102], [-0.442, -0.305, -0.101], [-0.637, -1.150, 1.166], [-0.227, 0.334, -0.273], [-0.033, -0.125, -0.143], [0.245, 0.335, 0.213], [0.264, 0.676, -0.893], [0.217, -0.111, -0.128], [0.294, 0.066, -0.105], [-0.188, 0.192, -0.219]],
  "lowdin_charge": [-0.06, 0.10, -0.20, -0.09, -0.11, -0.31, -0.14, 0.11, 0.10, 0.14, 0.10, 0.11, 0.11, 0.15],
  "energy_ha": -324.46861,
  "lumo_ev": [0.81, 0.82],
  "relative_energy_kcal_mol": 160.5,
  "total_charge": 0,
  "multiplicity": 1,
  "homo_ev": [-7.53, -7.53]
}